1.
Density functional theory data (the ωB97M-V functional and the def2-TZVPD basis) for a structure of composition C21H19Cl5F3GeNO10P2RuS in a non-equilibrium geometry.

Its charge is +1. The HOMO energy (alpha / beta) is -12.0 / -11.8 eV. As for the spin multiplicity: 6. The calculation puts the electronic energy at -7471.98058 hartree. The calculation puts the energy above the lowest of the compared OMol25 structures with the same formula, charge and spin at 131.5 kJ/mol.

Geometry (Å):
Ru: -0.06451 0.50366 -0.21038
Cl: -0.51796 1.85256 7.02827
C: -0.42688 1.15903 5.49399
C: -0.33965 2.00868 4.35263
Cl: -0.34541 3.69841 4.55142
C: -0.26924 1.44341 3.11145
Cl: -0.20484 2.40437 1.69105
C: -0.30217 0.01103 2.91303
O: -0.28662 -0.51174 1.78002
C: -0.37746 -0.81629 4.10347
Cl: -0.40643 -2.49287 3.86538
C: -0.44027 -0.24667 5.35468
Cl: -0.54053 -1.23065 6.74549
N: 2.88600 -2.07632 -2.83105
C: 2.62201 -1.90972 -1.34409
C: 3.57363 -2.84515 -0.60084
P: 0.85984 -2.51699 -1.16595
O: 0.80278 -3.21434 0.26683
O: 0.70011 -3.45114 -2.29907
O: -0.09913 -1.33482 -1.04781
P: 2.99374 -0.15940 -0.87989
O: 2.46132 0.57231 -2.23101
O: 4.43314 0.06788 -0.72094
O: 1.99241 0.13898 0.23287
H: 2.23945 -2.83645 -3.15536
H: 3.86179 -2.31664 -3.00141
H: 2.66685 -1.20180 -3.32056
H: 3.41850 -3.88275 -0.90341
H: 3.40062 -2.76911 0.47029
H: 4.60544 -2.54785 -0.79259
H: 0.90264 -4.17770 0.21378
H: 3.08848 1.25598 -2.51737
F: 0.25833 4.73352 -2.01499
C: 0.63088 3.47870 -2.20493
F: 1.35493 3.39137 -3.31634
F: 1.38919 3.09823 -1.16351
S: -0.85151 2.38605 -2.32317
O: -1.68052 2.94581 -3.32450
O: -1.34265 2.39765 -0.90823
O: -0.34303 1.02158 -2.50552
Ge: -2.73477 0.16107 -0.35223
C: -3.32924 1.18323 1.16686
C: -3.33502 0.59364 2.43413
C: -3.74952 1.31130 3.54502
C: -4.16754 2.62654 3.40036
C: -4.18550 3.21679 2.14320
C: -3.76235 2.50350 1.03368
C: -3.05415 -1.73489 -0.23174
C: -2.65196 -2.59899 0.78839
C: -3.09799 -3.90524 0.82169
C: -3.95180 -4.38110 -0.16704
C: -4.34412 -3.54592 -1.19728
C: -3.89144 -2.23443 -1.23087
H: -3.22384 0.62652 -1.71614
H: -3.04986 -0.44526 2.55293
H: -3.76707 0.84007 4.51973
H: -4.49561 3.18762 4.26482
H: -4.52944 4.23555 2.02973
H: -3.76209 2.98551 0.06498
H: -1.95655 -2.26628 1.54381
H: -2.78004 -4.56279 1.61997
H: -4.30010 -5.40448 -0.13631
H: -4.99328 -3.91342 -1.97947
H: -4.19616 -1.60091 -2.05697

---

2.
Density functional theory data (the ωB97M-V functional and the def2-TZVPD basis) for a cluster of 2 separate species, C21H36F3N6O2P in total in a non-equilibrium geometry.

Its charge is 0. The HOMO energy is -8.0 eV. The calculation puts the electronic energy at -1941.02528 hartree. The SMILES is NCC[C@@H]1[C@@H](CCC(F)=C(F)F)NC(=O)[C@H]1c1ccncc1.CN(C)P(=O)(N(C)C)N(C)C.

Geometry (Å):
N: -3.50081 2.02440 1.62267
C: -3.06474 1.78172 0.16719
C: -3.99711 0.59376 -0.52442
C: -3.93055 0.71551 -2.15678
C: -5.30754 0.37124 -3.04088
C: -6.72171 1.06588 -2.58820
C: -7.61297 0.16379 -1.54109
C: -7.98742 -1.34247 -2.08006
F: -8.93312 -1.67575 -3.17079
C: -7.33734 -2.51957 -1.37568
F: -6.11759 -3.21736 -1.89707
F: -7.86705 -3.05049 -0.06585
N: -4.76328 0.67128 -4.45363
C: -3.25460 0.35226 -4.51691
O: -2.51267 0.58376 -5.60227
C: -2.89569 -0.21620 -3.02124
C: -1.33625 -0.38826 -2.54916
C: -0.00789 0.00223 -3.47683
C: 1.46358 -0.29748 -2.82192
N: 1.77681 -0.86178 -1.46507
C: 0.56888 -1.22463 -0.64894
C: -1.01044 -1.04074 -1.04397
H: -4.45208 2.49197 1.58269
H: -3.68723 1.06885 2.05306
H: -1.91558 1.56875 0.09624
H: -3.31762 2.78998 -0.41956
H: -5.11744 0.86748 -0.21648
H: -3.79780 -0.47492 -0.09206
H: -3.80714 1.87044 -2.39445
H: -5.45873 -0.80896 -3.13517
H: -7.37866 1.15557 -3.58094
H: -6.61199 2.17649 -2.19409
H: -8.64554 0.72252 -1.33758
H: -7.11170 0.02623 -0.47993
H: -4.97607 1.66927 -4.75631
H: -3.33644 -1.30949 -2.98204
H: -0.12550 0.43344 -4.55825
H: 2.40139 -0.03271 -3.51249
H: 0.78077 -1.70119 0.42563
H: -1.83253 -1.39643 -0.29113
C: 5.38192 -1.97800 3.63059
N: 4.31230 -1.15486 3.07555
C: 3.19201 -2.03583 2.71400
P: 4.45188 0.26733 2.10396
O: 3.13241 0.83490 2.68225
N: 5.39907 1.41886 2.99414
C: 6.29860 1.06609 4.08212
C: 4.74513 2.69118 3.34830
N: 5.96870 -0.38513 1.43918
C: 6.85293 0.62516 0.80719
C: 5.69892 -1.35532 0.35324
H: 5.90184 -2.57209 2.87395
H: 4.98766 -2.68316 4.37339
H: 6.12770 -1.40895 4.17904
H: 3.42188 -2.63740 1.83145
H: 2.28579 -1.46373 2.49781
H: 2.93620 -2.71860 3.53248
H: 5.75728 0.67857 4.95196
H: 6.88157 1.93415 4.41384
H: 7.05560 0.34719 3.76105
H: 4.08376 2.57301 4.21269
H: 4.16536 3.07980 2.50409
H: 5.48526 3.46354 3.58793
H: 6.31139 1.20743 0.05320
H: 7.71497 0.14672 0.32673
H: 7.29073 1.32025 1.52769
H: 5.08966 -0.90292 -0.43745
H: 5.17789 -2.24148 0.71371
H: 6.63102 -1.72515 -0.09030

---

3.
Density functional theory data (the ωB97M-V functional and the def2-TZVPD basis) for a structure of composition C16H19N4OPt.

Its charge is -1. The HOMO energy is -3.2 eV. The calculation puts the electronic energy at -1034.64839 hartree. The calculation puts the energy above the lowest of the compared OMol25 structures with the same formula, charge and spin at 0.0 kJ/mol.

Geometry (Å):
Pt: 0.67359 -0.64070 1.51574
O: 1.92442 -2.18600 0.55363
C: 1.55433 -3.39412 0.37342
C: 2.49641 -4.45804 0.54779
C: 2.17098 -5.77245 0.33564
C: 0.88325 -6.15098 -0.06851
C: -0.05036 -5.14905 -0.24737
C: 0.24917 -3.80193 -0.03919
C: -0.76005 -2.77897 -0.27072
N: -0.62520 -1.48503 -0.04836
C: -1.82275 -0.89304 -0.38701
C: -2.68572 -1.82973 -0.84892
N: -1.99960 -3.02553 -0.77579
H: 3.48973 -4.16198 0.86193
H: 2.92849 -6.53502 0.48969
H: 0.62301 -7.18778 -0.23283
H: -1.04863 -5.44250 -0.56119
H: -1.96884 0.16442 -0.26929
H: -3.69423 -1.76563 -1.21767
H: -2.35488 -3.92858 -1.02174
C: 0.81370 0.47064 2.94495
H: 0.64776 0.13544 3.97959
H: 1.22995 1.48843 2.96377
N: 3.00716 1.84754 -0.79998
C: 1.97553 2.35562 -0.68851
N: 0.84039 3.05841 -0.60103
C: 0.91511 4.45556 -1.01633
C: -0.45770 4.93153 -1.46893
C: -1.50105 4.68432 -0.38388
C: -1.49553 3.21957 0.04440
C: -0.10792 2.78199 0.47990
H: 1.65101 4.53769 -1.81469
H: 1.26423 5.07533 -0.17552
H: -0.73088 4.38328 -2.37543
H: -0.40644 5.99212 -1.72891
H: -2.49162 4.98693 -0.73199
H: -1.26865 5.30945 0.48685
H: -1.82051 2.59262 -0.79147
H: -2.19446 3.05387 0.86774
H: -0.04632 1.72050 0.74125
H: 0.19311 3.34179 1.37896

---

4.
Density functional theory data (the ωB97M-V functional and the def2-TZVPD basis) for a structure of composition C6H9N in a non-equilibrium geometry.

Its charge is 0. The HOMO energy is -9.1 eV. The calculation puts the electronic energy at -288.60404 hartree. The calculation puts the energy above the lowest of the compared OMol25 structures with the same formula, charge and spin at 467.3 kJ/mol.

Geometry (Å):
C: 2.00958 -0.09265 -0.09289
C: 0.54047 0.16958 -0.00510
C: -0.48048 0.78665 0.88110
C: -1.12701 1.35545 -0.34972
N: -0.37971 0.35220 -1.16502
C: -1.06128 -1.25895 -0.51394
C: -0.48660 -0.72898 0.72253
H: 2.60238 0.77145 -0.40944
H: 2.18468 -0.90117 -0.81444
H: 2.37083 -0.42621 0.88430
H: -0.34677 1.19619 1.87578
H: -2.20544 1.28509 -0.49512
H: -0.77824 2.38346 -0.52449
H: -0.41458 -1.70639 -1.25201
H: -1.97131 -1.90587 -0.40549
H: -0.45653 -1.27985 1.66395

---

Number 2 is which compound? C21H36F3N6O2P

---

Among the records above, which one has the lowest electronic energy? C21H19Cl5F3GeNO10P2RuS

---

Among the records above, which one has the lowest charge? C16H19N4OPt

---

What did the second record say?
Density functional theory data (the ωB97M-V functional and the def2-TZVPD basis) for a cluster of 2 separate species, C21H36F3N6O2P in total in a non-equilibrium geometry.

Its charge is 0. The HOMO energy is -8.0 eV. The calculation puts the electronic energy at -1941.02528 hartree. The SMILES is NCC[C@@H]1[C@@H](CCC(F)=C(F)F)NC(=O)[C@H]1c1ccncc1.CN(C)P(=O)(N(C)C)N(C)C.

Geometry (Å):
N: -3.50081 2.02440 1.62267
C: -3.06474 1.78172 0.16719
C: -3.99711 0.59376 -0.52442
C: -3.93055 0.71551 -2.15678
C: -5.30754 0.37124 -3.04088
C: -6.72171 1.06588 -2.58820
C: -7.61297 0.16379 -1.54109
C: -7.98742 -1.34247 -2.08006
F: -8.93312 -1.67575 -3.17079
C: -7.33734 -2.51957 -1.37568
F: -6.11759 -3.21736 -1.89707
F: -7.86705 -3.05049 -0.06585
N: -4.76328 0.67128 -4.45363
C: -3.25460 0.35226 -4.51691
O: -2.51267 0.58376 -5.60227
C: -2.89569 -0.21620 -3.02124
C: -1.33625 -0.38826 -2.54916
C: -0.00789 0.00223 -3.47683
C: 1.46358 -0.29748 -2.82192
N: 1.77681 -0.86178 -1.46507
C: 0.56888 -1.22463 -0.64894
C: -1.01044 -1.04074 -1.04397
H: -4.45208 2.49197 1.58269
H: -3.68723 1.06885 2.05306
H: -1.91558 1.56875 0.09624
H: -3.31762 2.78998 -0.41956
H: -5.11744 0.86748 -0.21648
H: -3.79780 -0.47492 -0.09206
H: -3.80714 1.87044 -2.39445
H: -5.45873 -0.80896 -3.13517
H: -7.37866 1.15557 -3.58094
H: -6.61199 2.17649 -2.19409
H: -8.64554 0.72252 -1.33758
H: -7.11170 0.02623 -0.47993
H: -4.97607 1.66927 -4.75631
H: -3.33644 -1.30949 -2.98204
H: -0.12550 0.43344 -4.55825
H: 2.40139 -0.03271 -3.51249
H: 0.78077 -1.70119 0.42563
H: -1.83253 -1.39643 -0.29113
C: 5.38192 -1.97800 3.63059
N: 4.31230 -1.15486 3.07555
C: 3.19201 -2.03583 2.71400
P: 4.45188 0.26733 2.10396
O: 3.13241 0.83490 2.68225
N: 5.39907 1.41886 2.99414
C: 6.29860 1.06609 4.08212
C: 4.74513 2.69118 3.34830
N: 5.96870 -0.38513 1.43918
C: 6.85293 0.62516 0.80719
C: 5.69892 -1.35532 0.35324
H: 5.90184 -2.57209 2.87395
H: 4.98766 -2.68316 4.37339
H: 6.12770 -1.40895 4.17904
H: 3.42188 -2.63740 1.83145
H: 2.28579 -1.46373 2.49781
H: 2.93620 -2.71860 3.53248
H: 5.75728 0.67857 4.95196
H: 6.88157 1.93415 4.41384
H: 7.05560 0.34719 3.76105
H: 4.08376 2.57301 4.21269
H: 4.16536 3.07980 2.50409
H: 5.48526 3.46354 3.58793
H: 6.31139 1.20743 0.05320
H: 7.71497 0.14672 0.32673
H: 7.29073 1.32025 1.52769
H: 5.08966 -0.90292 -0.43745
H: 5.17789 -2.24148 0.71371
H: 6.63102 -1.72515 -0.09030